[1]
ORCA calculation (ωB97M-V with the def2-TZVPD basis set) on C6H13F6NO3PtSb as an isolated structure in a non-equilibrium geometry.

Its spin multiplicity is 4. The expectation value of S² is 3.758.

Last column: Mulliken spin population.
Atoms and positions in Å:
Pt 0.54 0.24 1.52  1.740
C -0.44 0.84 -0.74  0.289
N -1.08 -0.41 -1.10  0.041
C -1.78 -0.48 -2.37  0.000
C -0.99 -1.46 -0.20  0.002
C -1.64 -2.78 -0.55  0.011
O -0.38 -1.36 0.86  0.088
H -0.58 1.60 -1.51  -0.010
H 0.63 0.66 -0.59  -0.041
H -0.87 1.20 0.20  -0.125
H -1.73 0.47 -2.91  0.001
H -2.83 -0.72 -2.19  0.000
H -1.33 -1.27 -2.99  0.001
H -2.16 -2.78 -1.51  0.002
H -2.38 -3.01 0.22  0.000
H -0.88 -3.56 -0.57  0.000
C -2.47 1.20 1.79  0.007
O -1.76 2.13 1.08  0.029
C -0.44 1.95 0.82  0.386
O 0.17 2.79 0.18  0.162
H -3.52 1.53 1.89  0.007
H -2.04 1.08 2.81  -0.019
H -2.45 0.21 1.27  0.000
F 2.38 0.24 0.87  -0.006
Sb 4.26 0.24 0.20  -0.012
F 3.67 1.17 -1.47  0.005
F 3.95 -1.53 -0.68  0.005
F 6.15 0.24 -0.47  -0.002
F 4.86 -0.69 1.86  0.005
F 4.58 2.01 1.07  0.005
H 0.54 0.24 3.23  0.430

---

[2]
ORCA calculation (ωB97M-V with the def2-TZVPD basis set) on a 9-piece molecular cluster, C14H49N3O9 overall in a non-equilibrium geometry.

Its spin multiplicity is 2. Its charge is -1. The expectation value of S² is 0.751.

Last column: Mulliken spin population.
Atoms and positions in Å:
C -1.67 -2.33 -4.01  -0.037
C -0.33 -1.59 -3.95  0.344
C -0.63 -0.06 -4.12  -0.021
O 0.57 0.76 -4.18  -0.152
C 0.37 2.08 -3.61  0.029
N 0.35 -1.94 -2.78  -0.134
H -2.10 -2.24 -5.01  0.015
H -2.44 -2.01 -3.32  0.015
H -1.70 -3.36 -3.65  -0.066
H 0.28 -1.98 -4.76  0.202
H -1.28 0.29 -3.32  0.027
H -1.12 0.03 -5.10  -0.018
H 0.19 1.86 -2.55  0.007
H -0.46 2.72 -3.92  0.003
H 1.22 2.73 -3.46  0.062
H 0.69 -2.88 -2.93  -0.258
H 1.20 -1.41 -2.76  0.156
C -4.93 0.59 -2.17  0.012
C -4.51 1.52 -1.06  -0.011
C -4.67 0.76 0.27  0.014
O -4.28 1.70 1.21  -0.004
C -4.30 1.24 2.55  0.009
N -3.09 1.83 -1.29  0.003
H -5.99 0.33 -2.18  0.000
H -4.56 -0.43 -2.18  -0.007
H -4.73 1.06 -3.13  0.000
H -5.05 2.46 -1.12  0.001
H -4.10 -0.17 0.38  -0.003
H -5.70 0.47 0.46  0.004
H -3.40 1.53 3.08  -0.002
H -4.26 0.15 2.60  0.001
H -5.13 1.56 3.18  -0.001
H -2.46 1.04 -1.24  -0.010
H -2.76 2.33 -0.47  0.005
C 1.47 -1.05 4.05  0.045
C 2.99 -1.24 4.03  -0.109
C 3.44 -2.63 3.53  0.315
O 3.22 -3.79 4.46  -0.104
C 3.74 -3.64 5.76  0.016
N 3.51 -0.25 3.04  0.183
H 1.06 -0.91 3.05  0.005
H 1.23 -0.24 4.74  0.021
H 0.94 -1.90 4.46  -0.006
H 3.41 -1.04 5.01  -0.020
H 4.49 -2.61 3.25  0.003
H 2.88 -2.89 2.63  0.020
H 3.94 -4.60 6.23  0.008
H 3.02 -3.18 6.43  -0.001
H 4.64 -3.03 5.83  -0.001
H 3.41 0.73 3.29  -0.011
H 3.07 -0.35 2.14  0.150
O -0.12 3.93 -1.42  0.002
H 0.46 3.23 -1.13  0.004
H -0.48 4.29 -0.61  0.002
O 0.85 1.11 0.14  0.356
H 1.56 0.48 0.09  0.303
H 0.06 0.59 0.01  -0.047
O 2.61 -1.04 -0.04  -2.854
H 2.61 -1.99 -0.16  1.197
H 3.40 -0.74 -0.49  0.649
O 0.24 2.55 3.28  0.010
H -0.10 2.54 2.38  0.002
H 1.18 2.40 3.18  -0.002
C -0.93 -2.02 0.06  0.609
O -0.80 -0.78 -0.68  -0.053
H -1.67 -2.00 0.85  0.066
H -1.21 -2.79 -0.66  -0.041
H -0.03 -2.30 0.60  -0.111
H -0.42 -1.12 -1.49  0.015
C 3.66 2.64 -2.03  0.258
O 4.80 3.51 -1.73  -0.084
H 3.56 2.02 -1.14  0.010
H 2.76 3.22 -2.24  0.025
H 3.86 1.98 -2.87  -0.021
H 4.45 4.28 -1.28  0.007

---

[3]
ORCA calculation (ωB97M-V with the def2-TZVPD basis set) on a 4-piece molecular cluster, C9H26B3N3O9P2S overall in a non-equilibrium geometry.

As for the SMILES: OB1OB([PH2]=S)OB(P(O)O)O1.CNC(C)=O.CNC(C)=O.CNC(C)=O.

Last column: natural (NBO) charge in e.
Atoms and positions in Å:
O 3.54 0.53 -2.42  -0.873
B 2.67 -0.50 -2.35  1.299
O 3.10 -1.82 -2.47  -0.876
B 2.43 -2.72 -1.70  0.881
P 3.39 -4.08 -0.67  0.534
S 5.19 -3.53 -0.16  -0.571
O 1.07 -2.57 -1.53  -0.899
B 0.78 -1.23 -1.25  0.788
P -0.18 -0.69 0.37  1.077
O 1.15 -0.18 1.19  -0.988
O -0.36 -2.20 1.06  -1.004
O 1.30 -0.29 -2.12  -0.905
H 3.24 1.28 -1.90  0.510
H 2.51 -4.28 0.41  -0.001
H 3.26 -5.30 -1.36  -0.009
H 0.98 0.75 1.41  0.524
H -0.75 -2.83 0.43  0.505
C -2.08 -2.37 4.84  -0.409
N -2.42 -2.89 3.53  -0.617
C -3.12 -4.02 3.23  0.677
C -3.63 -4.86 4.38  -0.722
O -3.32 -4.33 2.07  -0.641
H -2.49 -1.37 4.98  0.193
H -0.99 -2.31 4.96  0.200
H -2.47 -3.02 5.62  0.207
H -2.10 -2.39 2.72  0.416
H -4.15 -5.71 3.96  0.244
H -2.80 -5.21 5.00  0.224
H -4.31 -4.29 5.01  0.224
C 0.08 1.60 -6.93  -0.410
N -0.41 2.57 -5.98  -0.620
C -0.88 2.36 -4.72  0.678
C -0.92 0.93 -4.23  -0.724
O -1.25 3.29 -4.03  -0.625
H 1.12 1.79 -7.20  0.196
H -0.52 1.61 -7.85  0.196
H 0.01 0.60 -6.51  0.211
H -0.40 3.54 -6.25  0.399
H -1.31 0.93 -3.22  0.247
H -1.57 0.32 -4.87  0.223
H 0.08 0.49 -4.22  0.229
C 1.41 5.64 2.54  -0.412
N 1.26 4.48 1.68  -0.599
C 0.38 3.47 1.79  0.692
C -0.59 3.50 2.94  -0.725
O 0.37 2.55 0.97  -0.675
H 1.25 6.56 1.98  0.204
H 2.41 5.68 2.97  0.202
H 0.69 5.60 3.34  0.212
H 1.88 4.40 0.88  0.403
H -1.22 2.62 2.87  0.248
H -0.07 3.49 3.90  0.229
H -1.22 4.39 2.90  0.233

---

[4]
ORCA calculation (ωB97M-V with the def2-TZVPD basis set) on a 10-piece molecular cluster, C20H63N3O10 overall in a non-equilibrium geometry.

Its spin multiplicity is 2. For the energy relative to the best compared isomer or geometry (same formula, charge and spin), the calculation gives 0.0 kcal/mol. Its charge is +1. The expectation value of S² is 0.754.

Last column: Mulliken spin population.
Atoms and positions in Å:
C -0.78 0.04 -0.52  -0.015
C 0.41 0.77 0.10  0.011
O 1.23 1.09 -1.02  0.034
H -1.26 0.71 -1.23  0.002
H -1.49 -0.36 0.21  0.001
H -0.45 -0.84 -1.07  0.002
H 1.01 0.04 0.64  0.008
H 0.21 1.74 0.55  -0.004
H 1.87 1.76 -0.75  -0.002
C -1.96 3.12 4.08  0.000
C -0.81 2.74 3.13  0.000
O -0.66 1.30 3.22  0.000
H -2.15 4.19 4.04  0.000
H -1.87 2.82 5.12  0.000
H -2.87 2.63 3.74  0.000
H 0.10 3.22 3.49  0.000
H -1.01 3.16 2.15  0.000
H -1.38 0.93 2.70  0.000
C -0.44 -2.94 2.49  0.000
C 0.69 -3.22 1.49  0.000
O 0.91 -4.62 1.55  0.000
H -1.35 -3.29 1.99  0.000
H -0.63 -1.88 2.66  0.000
H -0.36 -3.57 3.38  0.000
H 1.56 -2.63 1.79  0.000
H 0.34 -2.90 0.51  0.000
H 1.59 -4.74 2.22  0.000
C -4.46 -0.81 -1.04  0.000
C -4.59 -0.45 -2.51  0.000
O -5.71 0.30 -2.75  0.000
H -5.16 -1.59 -0.74  0.000
H -4.72 0.03 -0.39  0.000
H -3.46 -1.16 -0.77  0.000
H -4.64 -1.34 -3.14  0.000
H -3.73 0.04 -2.98  0.000
H -6.54 -0.14 -2.51  0.000
O 3.00 2.67 0.08  0.001
H 3.30 2.71 0.99  0.000
H 3.68 3.12 -0.42  0.000
O -3.21 0.90 1.85  0.000
H -3.84 1.40 1.33  0.000
H -3.73 0.18 2.22  0.000
O 2.09 -1.20 -2.83  0.003
H 1.81 -0.67 -2.08  0.000
H 2.37 -0.56 -3.48  0.000
C 0.16 -4.76 -3.47  0.000
C -0.12 -4.43 -1.95  0.000
C -1.57 -4.86 -1.69  0.000
O -2.49 -3.97 -2.36  0.000
C -3.81 -4.33 -2.11  0.000
N 0.89 -5.13 -1.17  0.000
H 0.32 -5.82 -3.64  0.000
H 1.10 -4.31 -3.78  0.000
H -0.63 -4.32 -4.08  0.000
H 0.09 -3.36 -1.84  0.000
H -1.66 -4.85 -0.60  0.000
H -1.65 -5.91 -1.97  0.000
H -4.05 -5.34 -2.45  0.000
H -4.50 -3.58 -2.49  0.000
H -4.02 -4.37 -1.05  0.000
H 0.91 -4.69 -0.26  0.000
H 1.76 -4.82 -1.59  0.000
C 2.25 -1.05 4.60  0.000
C 3.20 0.14 4.32  0.000
C 3.18 0.65 2.84  0.000
O 4.10 1.72 2.57  0.000
C 5.42 1.34 2.39  0.000
N 2.80 1.29 5.13  0.000
H 2.29 -1.47 5.61  0.000
H 2.46 -1.88 3.93  0.000
H 1.21 -0.79 4.43  0.000
H 4.21 -0.01 4.69  0.000
H 2.22 1.00 2.48  0.000
H 3.41 -0.18 2.18  0.000
H 6.14 2.16 2.37  0.000
H 5.52 0.79 1.45  0.000
H 5.63 0.64 3.20  0.000
H 3.56 1.95 5.05  0.000
H 2.16 1.85 4.58  0.000
C -1.23 3.55 -2.40  0.146
C -0.28 3.14 -3.53  0.004
C 1.06 3.98 -3.42  0.007
O 0.81 5.37 -3.22  -0.001
C 1.98 6.23 -3.23  0.000
N -0.01 1.73 -3.47  0.789
H -0.70 3.56 -1.44  0.003
H -2.09 2.88 -2.38  -0.004
H -1.64 4.54 -2.59  0.008
H -0.77 3.41 -4.46  0.030
H 1.53 3.84 -4.39  0.001
H 1.63 3.60 -2.56  -0.003
H 1.69 7.26 -3.02  0.000
H 2.41 6.24 -4.23  0.000
H 2.70 5.92 -2.47  0.000
H 0.44 1.48 -2.59  -0.004
H -0.92 1.29 -3.42  -0.017

---

[5]
ORCA calculation (ωB97M-V with the def2-TZVPD basis set) on C25H46BInNP2 as an isolated structure in a non-equilibrium geometry.

For the energy relative to the best compared isomer or geometry (same formula, charge and spin), the calculation gives 13.6 kcal/mol. Its charge is +1.

Last column: Mulliken charge in e.
Atoms and positions in Å:
In -1.59 -1.66 0.47  0.748
C -4.17 -2.48 0.16  0.597
C -3.86 -2.03 -1.18  0.748
C -2.34 -3.70 -0.62  0.622
C -3.26 -3.54 0.49  0.309
C -2.72 -2.78 -1.65  0.404
C -5.28 -1.97 1.00  -1.650
H -5.53 -0.91 0.81  0.344
H -5.10 -2.06 2.07  0.342
H -6.16 -2.59 0.77  0.423
C -3.15 -4.32 1.77  -1.520
H -3.77 -3.93 2.57  0.471
H -2.11 -4.35 2.18  0.316
H -3.50 -5.33 1.59  0.406
C -1.24 -4.73 -0.69  -1.304
H -1.72 -5.69 -0.95  0.353
H -0.71 -4.87 0.27  0.293
H -0.51 -4.48 -1.47  0.359
C -2.09 -2.67 -2.99  -1.565
H -2.64 -3.36 -3.65  0.382
H -1.03 -2.98 -2.99  0.341
H -2.15 -1.67 -3.43  0.363
C -4.56 -0.96 -1.92  -1.599
H -5.28 -1.49 -2.57  0.465
H -3.92 -0.34 -2.58  0.271
H -5.14 -0.26 -1.28  0.371
C -1.52 0.11 1.94  -0.299
C -2.81 0.40 1.43  -0.319
C -3.09 1.40 0.39  -1.044
C -2.02 1.53 -0.73  -0.961
C -1.37 0.31 -1.29  -0.534
C -0.19 -0.26 -0.78  -0.321
C 0.57 0.36 0.40  -0.649
C -0.27 0.84 1.61  -0.991
H -3.18 2.35 0.97  0.525
H -1.24 2.23 -0.37  0.209
H -4.10 1.22 -0.05  0.366
H -0.55 1.91 1.52  0.192
H -1.37 -0.56 2.79  0.630
H -3.70 -0.04 1.88  0.887
H 0.36 0.71 2.54  0.536
H 1.33 -0.37 0.76  0.418
H 0.34 -1.03 -1.35  0.787
H 1.13 1.23 0.01  0.072
H -2.54 2.02 -1.59  0.532
H -1.79 -0.09 -2.21  0.593
P 4.11 2.79 0.09  0.461
P 6.21 1.85 -2.12  0.181
C 5.58 3.90 -0.24  -0.820
C 6.76 3.17 -0.91  -0.933
H 5.89 4.32 0.73  0.428
H 5.23 4.73 -0.88  0.418
H 7.39 3.88 -1.47  0.473
H 7.38 2.67 -0.15  0.393
C 7.84 1.08 -2.48  -1.092
H 7.72 0.40 -3.33  0.370
H 8.15 0.49 -1.61  0.339
H 8.60 1.83 -2.71  0.314
C 6.06 2.93 -3.62  -1.113
H 6.97 3.52 -3.77  0.344
H 5.19 3.59 -3.50  0.275
H 5.89 2.27 -4.48  0.373
C 4.16 2.82 1.94  -1.175
H 3.26 2.32 2.32  0.243
H 4.20 3.85 2.30  0.369
H 5.04 2.26 2.28  0.343
C 2.74 3.98 -0.20  -1.059
H 2.67 4.17 -1.28  0.283
H 2.92 4.92 0.34  0.436
H 1.80 3.51 0.14  0.214
B -3.97 -1.62 5.29  0.273
C -3.35 -1.81 3.88  -0.335
N -2.76 -2.11 2.90  -0.631
H -3.02 -1.95 5.98  -0.070
H -4.90 -2.42 5.25  -0.095
H -4.26 -0.44 5.27  -0.125

---

[6]
ORCA calculation (ωB97M-V with the def2-TZVPD basis set) on C30H32GeN7O2ReSe as an isolated structure.

For the energy relative to the best compared isomer or geometry (same formula, charge and spin), the calculation gives 0.0 kcal/mol. Its charge is +4.

Last column: natural (NBO) charge in e.
Atoms and positions in Å:
Re 0.67 -0.20 -0.80  1.157
N 0.20 0.78 1.07  -0.755
C -1.20 1.32 1.00  -0.169
C -1.83 1.68 2.34  -0.428
C -2.27 0.51 3.24  -0.417
C -3.78 0.25 3.24  -0.225
N -4.51 1.40 3.78  -0.575
C -5.70 1.85 3.33  0.683
N -6.12 1.55 2.11  -0.758
N -6.44 2.62 4.11  -0.743
C -2.02 0.36 0.14  0.782
O -3.20 0.20 0.27  -0.554
O -1.29 -0.28 -0.80  -0.705
H 0.27 0.12 1.85  0.418
H 0.84 1.54 1.30  0.415
H -1.13 2.24 0.41  0.243
H -2.70 2.30 2.11  0.250
H -1.14 2.34 2.87  0.238
H -1.94 0.70 4.27  0.235
H -1.79 -0.43 2.95  0.204
H -4.00 -0.64 3.84  0.227
H -4.10 0.06 2.23  0.231
H -4.28 1.66 4.73  0.416
H -5.55 1.06 1.45  0.431
H -7.03 1.87 1.79  0.437
H -6.19 2.80 5.07  0.432
H -7.28 3.06 3.78  0.437
Se -0.02 -0.10 -4.69  1.210
N 0.99 1.24 -5.19  -0.489
C 1.73 1.65 -4.16  0.047
C 2.68 2.71 -4.06  -0.042
C 3.26 2.92 -2.84  -0.258
C 2.91 2.14 -1.70  0.182
N 2.05 1.14 -1.76  -0.496
C 1.50 0.90 -2.98  0.296
N 0.63 -0.09 -3.01  -0.719
H 2.92 3.31 -4.93  0.286
H 3.98 3.71 -2.71  0.281
H 3.36 2.36 -0.74  0.240
C 1.53 -1.60 -0.27  -0.722
Ge 2.11 -3.23 0.45  1.789
C 2.64 -3.43 2.25  -0.463
C 2.34 -4.56 3.02  -0.220
C 2.80 -4.63 4.33  -0.183
C 3.55 -3.59 4.85  -0.112
C 3.84 -2.47 4.09  -0.190
C 3.38 -2.37 2.79  -0.226
C 3.14 -4.34 -1.14  -0.175
C 4.33 -4.50 -0.40  -0.164
C 5.53 -4.01 -0.88  -0.196
C 5.57 -3.39 -2.12  -0.081
C 4.41 -3.23 -2.87  -0.182
C 3.20 -3.69 -2.40  -0.162
C 1.83 -4.99 -0.67  -0.233
C 1.86 -6.17 0.13  -0.134
C 0.71 -6.88 0.38  -0.186
C -0.51 -6.44 -0.13  -0.060
C -0.59 -5.29 -0.91  -0.199
C 0.56 -4.58 -1.20  -0.156
H 1.75 -5.38 2.62  0.230
H 2.57 -5.50 4.93  0.258
H 3.92 -3.66 5.87  0.259
H 4.44 -1.67 4.52  0.255
H 3.62 -1.49 2.20  0.227
H 4.32 -5.00 0.56  0.252
H 6.44 -4.14 -0.30  0.269
H 6.52 -3.04 -2.51  0.264
H 4.46 -2.78 -3.86  0.256
H 2.32 -3.60 -3.02  0.235
H 2.81 -6.55 0.49  0.256
H 0.76 -7.79 0.96  0.273
H -1.41 -7.01 0.06  0.268
H -1.53 -4.97 -1.32  0.263
H 0.51 -3.71 -1.84  0.244

---

[7]
ORCA calculation (ωB97M-V with the def2-TZVPD basis set) on a 2-piece molecular cluster, C4H13N2O overall in a non-equilibrium geometry.

Its spin multiplicity is 2. For the energy relative to the best compared isomer or geometry (same formula, charge and spin), the calculation gives 58.8 kcal/mol. Its charge is +2. The expectation value of S² is 0.761.

Last column: Mulliken spin population.
Atoms and positions in Å:
C -1.83 -0.86 -0.41  0.022
C -0.37 -1.30 -0.24  0.017
C 0.46 -0.65 0.79  0.205
C 1.19 -1.17 1.77  0.370
N 0.56 0.87 0.63  0.300
N -2.08 0.66 -0.32  0.016
H -2.23 -1.34 -1.39  0.003
H -2.36 -1.27 0.50  -0.001
H 0.09 -1.29 -1.27  0.022
H -0.36 -2.40 0.02  0.001
H 1.03 -2.19 2.03  0.025
H 1.70 -0.45 2.36  0.030
H 1.11 1.44 1.27  -0.015
H -1.10 1.18 0.03  -0.014
H 0.94 1.13 -0.26  0.017
H -2.35 1.15 -1.26  -0.001
H -2.86 0.83 0.35  -0.001
H 3.28 1.44 -1.11  -0.001
H 2.65 2.30 -2.16  0.000
O 2.52 1.92 -1.31  0.005

---

| no. | E (eV) |
| --- | --- |
| 1 | -40146.4018 |
| 2 | -38206.5552 |
| 3 | -64104.5809 |
| 4 | -46694.7994 |
| 5 | -52577.4219 |
| 6 | -170109.1270 |
| 7 | -9366.4538 |